# 1
{"formula": "C33H90O12", "method": "ωB97M-V/def2-TZVPD", "de_lowest_kcal_mol": 20.7, "max_force_ev_per_a": 2.69, "total_energy_ha": -2214.13091, "elements": ["C", "C", "C", "O", "H", "H", "H", "H", "H", "H", "H", "H", "C", "C", "C", "O", "H", "H", "H", "H", "H", "H", "H", "H", "C", "C", "C", "O", "H", "H", "H", "H", "H", "H", "H", "H", "C", "C", "C", "O", "H", "H", "H", "H", "H", "H", "H", "H", "C", "C", "C", "O", "H", "H", "H", "H", "H", "H", "H", "H", "C", "C", "C", "O", "H", "H", "H", "H", "H", "H", "H", "H", "C", "C", "C", "O", "H", "H", "H", "H", "H", "H", "H", "H", "C", "C", "C", "O", "H", "H", "H", "H", "H", "H", "H", "H", "C", "C", "C", "O", "H", "H", "H", "H", "H", "H", "H", "H", "C", "C", "O", "H", "H", "H", "H", "H", "H", "C", "C", "O", "H", "H", "H", "H", "H", "H", "C", "C", "O", "H", "H", "H", "H", "H", "H"], "coordinates": [[15.7647, -12.4132, 5.7568], [17.0435, -13.2906, 5.8436], [18.2650, -12.5352, 5.4455], [17.2757, -13.9043, 7.1318], [14.9151, -13.0168, 5.9213], [15.6662, -11.9397, 4.7661], [15.7973, -11.6002, 6.4810], [16.9372, -14.0610, 5.0623], [19.1069, -13.1932, 5.2344], [18.4672, -11.7337, 6.1578], [18.0351, -12.1278, 4.4525], [16.4479, -14.1813, 7.5116], [11.1651, -19.1610, 7.0074], [10.7719, -19.4860, 5.5701], [10.5883, -20.9174, 5.1509], [9.5939, -18.6867, 5.2009], [11.9878, -19.7288, 7.4630], [10.2555, -19.2758, 7.5846], [11.4528, -18.1075, 7.0335], [11.5596, -19.1258, 4.9147], [11.3358, -21.5520, 5.5673], [10.6927, -21.0255, 4.0830], [9.6171, -21.3036, 5.4741], [8.8001, -19.0800, 5.5252], [17.6196, -16.4804, 1.9160], [17.5058, -17.7336, 1.0011], [16.0917, -18.1615, 0.6089], [18.2784, -17.5451, -0.2168], [17.2777, -16.7527, 2.9003], [17.0448, -15.6702, 1.5128], [18.7013, -16.1927, 1.9980], [17.9819, -18.5541, 1.5529], [15.4968, -17.4118, 0.0911], [15.4869, -18.4436, 1.4770], [16.1596, -19.1020, 0.0821], [17.7264, -17.0873, -0.8565], [13.5846, -14.0796, 8.8056], [14.0926, -15.5144, 8.8335], [13.0401, -16.5235, 8.5562], [15.1435, -15.5980, 7.7931], [14.3966, -13.3951, 8.9904], [12.8843, -13.9288, 9.6189], [13.1089, -13.8032, 7.8671], [14.5741, -15.6628, 9.8003], [12.5352, -16.2668, 7.6237], [12.2656, -16.6649, 9.2896], [13.5732, -17.4474, 8.3869], [15.4932, -16.4876, 7.9529], [18.4701, -18.0956, 5.6918], [19.5771, -19.1133, 5.6116], [20.0994, -19.4347, 7.0057], [18.9606, -20.2954, 5.0237], [18.0743, -17.8663, 4.7197], [18.7363, -17.1345, 6.1991], [17.6746, -18.5466, 6.2781], [20.4018, -18.8379, 4.9665], [19.3350, -19.7787, 7.7225], [20.5537, -18.5130, 7.4045], [20.8080, -20.2428, 7.0353], [19.7142, -20.8177, 4.7926], [13.0177, -10.7716, 3.3096], [12.5559, -10.6849, 1.9286], [11.1021, -10.5895, 1.7887], [13.1050, -9.5569, 1.2786], [12.6399, -11.6022, 3.8783], [12.7212, -9.8860, 3.8406], [14.0977, -10.8404, 3.4035], [12.9950, -11.6263, 1.4768], [10.5467, -11.4556, 2.1198], [10.8582, -10.4417, 0.7474], [10.7163, -9.6960, 2.2780], [14.0544, -9.5474, 1.3971], [10.3184, -13.8582, 0.3116], [11.7177, -14.4185, 0.5039], [11.7087, -15.8109, 1.0370], [12.4562, -14.2716, -0.6853], [9.8918, -14.3909, -0.5417], [10.4556, -12.8422, -0.0156], [9.6841, -13.9200, 1.1784], [12.3011, -13.7835, 1.2381], [11.0517, -16.4526, 0.3726], [11.3225, -15.8198, 2.0705], [12.7696, -16.2107, 1.0720], [12.1750, -14.8626, -1.3885], [12.6595, -19.3168, 0.1846], [12.5902, -20.8070, 0.4559], [13.8956, -21.5564, 0.1496], [12.2691, -21.0509, 1.8792], [11.6605, -18.8437, 0.2233], [13.1056, -19.1135, -0.7686], [13.2918, -18.8452, 0.9703], [11.7639, -21.2142, -0.0933], [14.3696, -21.3142, -0.7911], [13.8248, -22.6359, 0.1750], [14.6325, -21.2728, 0.9036], [12.8128, -20.4685, 2.4375], [15.4502, -16.7629, 4.9785], [14.1318, -16.0603, 4.6343], [14.3117, -15.2911, 3.3880], [13.0780, -17.0257, 4.5735], [15.6292, -17.4868, 4.1780], [15.3636, -17.2364, 5.9263], [16.2526, -15.9998, 5.0037], [13.9138, -15.4575, 5.4919], [15.2148, -14.6799, 3.4262], [13.3862, -14.7632, 3.1261], [14.4960, -15.8903, 2.5071], [12.1912, -16.5793, 4.4069], [15.0574, -21.4614, 4.0779], [14.5157, -20.1900, 4.6815], [13.8904, -19.4511, 3.5994], [15.6825, -22.0310, 4.7973], [15.6271, -21.1468, 3.1831], [14.2693, -22.1282, 3.7425], [15.3036, -19.6155, 5.1287], [13.7554, -20.3414, 5.5037], [13.4368, -18.6237, 3.8865], [10.6815, -13.7722, 4.2228], [9.8989, -15.0026, 4.5546], [10.5777, -16.2115, 4.2282], [10.2117, -12.8622, 4.5605], [10.9161, -13.8111, 3.1715], [11.6371, -13.7755, 4.7532], [8.9294, -15.0081, 4.0373], [9.5791, -14.9852, 5.6343], [9.9584, -16.9604, 4.3092], [17.0186, -12.9300, 0.4127], [15.5884, -13.1723, -0.1514], [15.0857, -14.4322, 0.3053], [17.4444, -11.9721, 0.0666], [17.7227, -13.7195, 0.1502], [16.9646, -12.9369, 1.5106], [15.6086, -13.0916, -1.2467], [14.9295, -12.3829, 0.2257], [14.2006, -14.5265, -0.0983]], "forces_ev_per_angstrom": [[1.57, 0.38, -0.10], [-0.61, -0.45, 0.02], [-0.01, 0.40, -0.82], [0.46, 1.03, -1.09], [-1.16, -0.66, 0.28], [0.17, -0.36, 0.24], [-0.01, -0.01, 0.21], [-0.19, -0.20, 0.32], [0.19, 0.02, 0.64], [0.34, -0.08, -0.13], [0.10, 0.39, 0.21], [-0.67, -0.51, 0.09], [-0.38, 0.23, -0.24], [0.27, 0.54, -0.64], [-0.82, -0.10, 0.31], [1.60, 0.37, -0.34], [-0.30, -0.16, -0.44], [-0.05, -0.09, 0.61], [-0.11, -0.11, 0.04], [0.00, 0.45, -0.04], [0.70, -0.45, 0.56], [-0.25, 0.10, -0.45], [-0.02, -0.08, -0.03], [-0.72, -0.65, 0.45], [1.14, -1.03, -0.76], [0.14, 0.76, -0.27], [-0.06, -0.30, 1.24], [0.00, -0.23, 0.70], [-0.27, 0.10, 0.40], [-0.34, 0.54, -0.11], [-0.94, -0.20, -0.15], [0.02, 0.00, -0.38], [0.29, 0.16, -0.34], [0.17, 0.25, 0.33], [0.00, -0.06, -0.70], [-0.12, 0.07, 0.07], [0.10, -0.26, 0.23], [0.67, 1.76, -0.47], [-0.01, -0.33, -1.00], [-1.08, -0.53, 1.43], [0.40, 0.28, -0.04], [-0.32, -0.02, 0.10], [-0.05, -0.18, -0.14], [0.04, -0.22, 0.10], [0.07, -0.01, -0.14], [-0.04, 0.08, 0.64], [-0.24, -0.71, 0.00], [0.37, 0.31, -0.48], [0.20, 0.88, 0.58], [-0.89, -0.96, 0.65], [-0.17, 0.53, 0.55], [-0.02, 0.99, 0.38], [-0.13, 0.10, -0.47], [0.07, -0.79, -0.42], [-0.22, -0.07, 0.07], [0.20, 0.46, -0.15], [-0.20, 0.43, -0.51], [0.03, -0.42, 0.07], [0.70, -0.21, -0.33], [0.42, -0.94, -0.39], [0.69, 0.49, 1.96], [1.76, -1.71, -1.11], [-1.41, 0.41, -0.63], [-0.17, 0.45, -0.34], [-0.41, -0.61, -0.01], [-0.17, 0.63, 0.44], [0.28, 0.02, -0.24], [-0.83, 0.70, -0.30], [0.05, -0.27, 0.31], [-0.10, -0.07, -0.48], [0.07, 0.01, 0.34], [0.26, -0.05, 0.07], [0.84, -0.10, -0.90], [0.13, 0.95, 1.51], [0.53, -1.40, -0.28], [0.77, 0.25, -0.61], [-0.36, -0.12, 0.18], [-0.31, 0.58, 0.03], [-0.23, -0.07, 0.32], [-0.64, -0.45, -0.69], [0.77, 0.42, 0.81], [0.03, -0.18, -0.52], [-1.30, 0.22, -0.14], [-0.32, -0.22, 0.09], [-0.07, 0.38, 1.18], [0.56, -0.32, 1.68], [0.28, 0.48, 0.32], [-0.29, 0.07, -1.38], [0.44, -0.31, 0.04], [0.24, 0.14, -0.64], [-0.35, -0.17, -0.52], [-0.44, -0.45, -0.25], [-0.20, 0.30, -0.54], [-0.42, -0.23, 0.19], [-0.03, 0.02, 0.14], [0.20, 0.07, -0.14], [-0.45, 0.65, -1.15], [0.76, -1.19, 0.83], [-0.46, 0.60, -1.13], [-0.71, 0.19, -0.42], [0.27, -0.06, 0.23], [0.09, -0.57, 0.68], [-0.35, -0.59, 0.08], [-0.19, 0.98, 0.42], [-0.40, 0.56, 0.18], [0.37, 0.54, 0.15], [0.08, -0.75, -0.06], [1.07, -0.54, 0.28], [0.38, -0.12, 0.06], [-1.75, 0.28, 0.11], [0.07, -0.29, 0.18], [-0.15, 0.51, -0.50], [0.05, -0.41, 0.51], [-0.24, 0.02, -0.08], [0.60, 0.45, 0.10], [0.61, -0.18, -0.75], [0.56, -0.24, 0.32], [1.09, -0.71, 0.35], [-1.80, -0.33, 1.33], [-0.21, 0.51, -0.09], [-0.53, 0.23, -0.32], [0.00, 0.56, -0.46], [0.14, -0.21, 0.02], [0.19, 0.17, -0.25], [0.62, -0.17, -0.64], [0.31, -0.04, 0.26], [-0.71, -0.12, 0.13], [0.85, 0.17, 0.49], [0.18, 0.30, -0.47], [-0.35, -0.33, 0.15], [-0.15, -0.09, -0.24], [0.04, 0.17, -0.21], [-0.08, -0.23, 0.11], [0.02, 0.14, -0.10], [0.24, 0.03, 0.12]], "mulliken_charge": [-0.875, 1.786, -1.584, -0.694, 0.079, 0.065, 0.468, -0.739, 0.404, 0.384, 0.296, 0.273, -1.173, 2.086, -1.612, -0.562, 0.343, 0.435, -0.055, -0.824, 0.335, 0.349, 0.489, 0.285, 0.170, 0.204, -0.511, -0.634, -0.469, -0.521, 0.496, 0.278, 0.305, -0.323, 0.443, 0.373, -1.500, 0.265, -0.801, -0.294, 0.437, 0.460, 0.121, 0.494, -0.174, 0.544, 0.386, 0.163, -0.674, 0.391, -1.394, -0.514, -0.216, 0.481, 0.222, 0.359, 0.298, 0.344, 0.414, 0.315, -1.343, 2.113, -1.598, -0.641, 0.165, 0.448, 0.231, -0.789, 0.249, 0.412, 0.383, 0.382, -1.740, 1.934, 0.153, -0.613, 0.509, 0.338, 0.225, -0.926, 0.577, -0.410, -0.355, 0.338, -0.575, 0.282, -1.045, -0.541, 0.254, 0.499, -0.360, 0.382, 0.396, 0.321, 0.005, 0.186, -1.662, 1.191, 0.677, 0.105, 0.239, 0.524, 0.099, -0.283, 0.002, -0.559, -0.373, -0.327, -1.455, 0.735, 1.075, 0.435, 0.140, 0.401, -0.166, -0.089, -0.400, 0.423, -0.914, -0.232, 0.645, -0.546, -0.285, 0.387, 0.364, 0.049, -1.072, 0.128, -0.336, 0.417, 0.282, 0.103, 0.372, -0.035, 0.196]}



# 2
{"formula": "C5H5ClINS", "method": "ωB97M-V/def2-TZVPD", "multiplicity": 3, "max_force_ev_per_a": 4.32, "total_energy_ha": -1404.19975, "elements": ["C", "C", "C", "C", "C", "N", "S", "Cl", "I", "H", "H", "H", "H", "H"], "coordinates": [[-0.6081, 2.3710, -0.1921], [-0.4233, 0.0093, -0.1120], [0.2286, 1.2845, -0.1159], [-1.8554, 0.2312, -0.3552], [1.4625, -1.5244, 0.4038], [0.1155, -1.2217, 0.0294], [-2.2865, 1.9020, -0.3980], [1.9713, 1.5918, 0.0569], [-3.3675, -1.2070, -0.2708], [-0.4698, 3.3876, -0.5209], [1.5531, -1.2683, 1.4554], [1.8233, -2.5594, 0.2104], [2.3697, -1.0849, -0.2419], [-0.5134, -1.9117, 0.0509]], "forces_ev_per_angstrom": [[-0.47, 0.76, -0.46], [2.32, 2.01, 0.15], [0.66, -1.57, 0.44], [-1.38, -0.71, -0.23], [3.23, -0.09, -1.12], [2.03, 3.09, -1.01], [-0.96, -0.58, 0.06], [-0.85, -0.20, -0.16], [0.65, 0.40, 0.07], [0.82, -0.01, 0.25], [0.71, -0.01, 0.06], [-1.47, 0.11, 0.53], [-2.55, 0.16, 1.39], [-2.74, -3.34, 0.01]], "mulliken_charge": [-0.619, 0.614, 0.428, -0.462, -0.947, -0.142, -0.171, -0.222, 0.073, 0.384, 0.387, 0.331, 0.235, 0.110]}



# 3
{"formula": "C2H5N3S2", "method": "ωB97M-V/def2-TZVPD", "de_lowest_kcal_mol": 86.2, "max_force_ev_per_a": 2.49, "total_energy_ha": -1039.74605, "elements": ["C", "C", "N", "N", "N", "S", "S", "H", "H", "H", "H", "H"], "coordinates": [[-0.2645, -0.2982, 1.2729], [-0.9918, 0.2285, 0.1341], [-0.7911, -0.8141, 2.2913], [0.1303, 0.3161, -2.4106], [1.5740, 0.1113, -0.4783], [1.5260, -0.1801, 1.2252], [0.3490, 1.0315, -1.0619], [-1.4750, -0.6043, -0.4893], [-1.7492, 0.9631, 0.6596], [-0.0992, -1.1442, 2.9901], [0.0571, 1.0570, -3.0480], [1.7343, -0.6666, -1.0852]], "forces_ev_per_angstrom": [[1.29, -1.32, 1.60], [-1.16, 1.07, -0.67], [-0.34, -0.23, 0.86], [-0.22, -0.72, 0.28], [1.54, 0.21, 1.89], [-0.25, 0.43, -1.46], [-1.91, -0.14, 0.95], [0.57, 1.40, 0.83], [1.24, -1.22, -1.78], [-0.47, 0.23, -0.55], [-0.17, 1.05, -1.65], [-0.13, -0.75, -0.31]], "mulliken_charge": [0.204, -0.284, -0.609, -0.650, -0.318, -0.067, 0.318, 0.299, 0.288, 0.242, 0.245, 0.333]}